Record 1
{
  "formula": "C25H73FN3O13S",
  "method": "ωB97M-V with the def2-TZVPD basis set",
  "elements": ["O", "S", "O", "F", "N", "C", "N", "C", "C", "N", "H", "H", "H", "H", "H", "H", "H", "C", "C", "O", "H", "H", "H", "H", "H", "H", "C", "C", "O", "H", "H", "H", "H", "H", "H", "C", "C", "O", "H", "H", "H", "H", "H", "H", "C", "C", "O", "H", "H", "H", "H", "H", "H", "C", "C", "O", "H", "H", "H", "H", "H", "H", "C", "C", "O", "H", "H", "H", "H", "H", "H", "C", "C", "O", "H", "H", "H", "H", "H", "H", "C", "C", "O", "H", "H", "H", "H", "H", "H", "C", "C", "O", "H", "H", "H", "H", "H", "H", "C", "C", "O", "H", "H", "H", "H", "H", "H", "C", "C", "O", "H", "H", "H", "H", "H", "H"],
  "xyz": [[1.3404, -4.0648, 0.2921], [1.2276, -4.0100, -1.1139], [1.2031, -5.2161, -1.8338], [2.3716, -3.1491, -1.6433], [-0.1281, -3.0287, -1.4045], [-1.3553, -3.4574, -1.2084], [-1.7135, -4.7858, -1.2901], [-3.1894, -4.7893, -1.4765], [-3.6479, -3.3737, -1.0180], [-2.3775, -2.5994, -0.9447], [0.0589, -2.0632, -1.6944], [-1.4956, -5.1840, -0.3758], [-3.5118, -5.0555, -2.4747], [-3.5202, -5.6173, -0.8577], [-4.1824, -3.4246, -0.0693], [-4.2095, -2.9644, -1.8469], [-2.2737, -2.4015, 0.0546], [1.8759, 0.0095, -4.3749], [0.8595, 0.7757, -3.5515], [0.8715, 0.3617, -2.1777], [1.6755, -1.0647, -4.3283], [1.8499, 0.3218, -5.4185], [2.8846, 0.1723, -3.9895], [-0.1483, 0.5984, -3.9256], [1.0612, 1.8484, -3.5986], [1.7561, 0.5329, -1.8316], [2.4699, 3.2758, 1.1024], [2.3671, 2.2261, 0.0156], [3.3149, 2.4408, -1.0328], [2.3098, 4.2703, 0.6818], [1.7320, 3.1026, 1.8871], [3.4619, 3.2658, 1.5552], [1.3832, 2.2453, -0.4514], [2.5309, 1.2255, 0.4376], [4.1933, 2.4143, -0.6419], [5.9788, -4.4557, 0.4006], [4.9060, -4.0944, 1.4108], [4.3305, -2.8174, 1.1341], [6.7653, -3.7013, 0.3964], [6.4236, -5.4246, 0.6290], [5.5614, -4.4976, -0.6096], [5.3267, -4.0348, 2.4121], [4.1149, -4.8529, 1.4162], [3.9467, -2.8567, 0.2569], [5.1538, 3.1612, 5.7341], [5.0869, 2.2551, 4.5215], [4.8729, 3.0131, 3.3275], [4.2332, 3.7377, 5.8249], [5.3005, 2.5851, 6.6498], [5.9695, 3.8731, 5.6346], [4.2566, 1.5544, 4.6011], [6.0131, 1.6793, 4.4232], [5.6060, 3.6302, 3.2436], [3.8442, 7.4982, 4.8864], [4.5980, 6.8612, 6.0387], [5.7843, 6.2062, 5.5847], [3.5823, 6.7484, 4.1457], [2.9311, 7.9815, 5.2343], [4.4616, 8.2445, 4.3857], [3.9870, 6.0997, 6.5216], [4.8667, 7.6102, 6.7911], [6.3424, 6.8703, 5.1703], [-6.0005, -2.4252, 3.4550], [-6.1950, -3.5619, 2.4757], [-5.0614, -3.7025, 1.5937], [-5.8460, -1.4857, 2.9218], [-6.8657, -2.3173, 4.1084], [-5.1184, -2.5958, 4.0776], [-7.0598, -3.3833, 1.8412], [-6.3460, -4.5056, 3.0044], [-4.2942, -3.8768, 2.1490], [-10.1588, -0.0509, 5.5162], [-9.0215, -0.3904, 6.4609], [-7.8263, -0.7228, 5.7506], [-10.3613, -0.8889, 4.8486], [-11.0692, 0.1854, 6.0675], [-9.9001, 0.8085, 4.8932], [-9.2732, -1.2578, 7.0679], [-8.8186, 0.4498, 7.1318], [-7.5838, 0.0415, 5.2203], [-3.0612, 0.3540, -3.6750], [-3.8672, 1.4623, -3.0262], [-4.0233, 1.2443, -1.6225], [-3.5482, -0.6096, -3.5093], [-2.9524, 0.5093, -4.7477], [-2.0617, 0.2979, -3.2316], [-4.8684, 1.5056, -3.4501], [-3.3859, 2.4318, -3.1867], [-3.1446, 1.2246, -1.2342], [1.1722, -6.3805, -4.9628], [1.4745, -5.5930, -6.2235], [1.0733, -4.2264, -6.0714], [0.1058, -6.3412, -4.7356], [1.4712, -7.4245, -5.0618], [1.7023, -5.9440, -4.1167], [0.9306, -5.9983, -7.0740], [2.5431, -5.6251, -6.4540], [1.5715, -3.8707, -5.3309], [-0.4990, -1.6939, -7.2953], [-1.4890, -1.5055, -6.1638], [-2.0234, -0.1829, -6.1251], [0.3235, -0.9828, -7.2041], [-0.0931, -2.7046, -7.2876], [-0.9759, -1.5135, -8.2616], [-1.0023, -1.6682, -5.2001], [-2.3129, -2.2221, -6.2566], [-2.4672, -0.0213, -6.9624], [2.4097, 7.5365, 0.0324], [1.9153, 7.5281, 1.4673], [2.8088, 8.2150, 2.3404], [3.3966, 7.0771, -0.0313], [1.7269, 6.9929, -0.6226], [2.5012, 8.5599, -0.3382], [1.8431, 6.5068, 1.8404], [0.9231, 7.9873, 1.5317], [2.8747, 9.1248, 2.0353]],
  "lowdin_charge": [-0.19, 0.61, -0.18, -0.07, 0.09, -0.34, 0.10, -0.09, -0.09, 0.13, 0.15, 0.17, 0.12, 0.12, 0.08, 0.12, 0.18, -0.07, -0.29, -0.11, 0.06, 0.08, 0.08, 0.08, 0.12, 0.05, -0.07, -0.33, -0.08, 0.07, 0.08, 0.05, 0.10, 0.11, 0.09, -0.09, -0.31, -0.09, 0.08, 0.08, 0.07, 0.12, 0.10, 0.04, -0.09, -0.31, -0.10, 0.07, 0.08, 0.06, 0.11, 0.11, 0.08, -0.10, -0.31, -0.10, 0.06, 0.08, 0.07, 0.10, 0.11, 0.08, -0.08, -0.28, -0.13, 0.08, 0.06, 0.08, 0.12, 0.11, 0.08, -0.09, -0.31, -0.10, 0.07, 0.08, 0.07, 0.11, 0.11, 0.08, -0.09, -0.30, -0.09, 0.07, 0.05, 0.05, 0.11, 0.11, 0.07, -0.09, -0.29, -0.10, 0.08, 0.08, 0.04, 0.12, 0.11, 0.07, -0.08, -0.30, -0.13, 0.07, 0.05, 0.08, 0.10, 0.12, 0.10, -0.09, -0.31, -0.10, 0.08, 0.07, 0.07, 0.10, 0.11, 0.09],
  "homo_lumo_gap_ev": 7.1,
  "total_charge": 1
}

---

Record 2
{
  "formula": "C25H73N17O13",
  "method": "ωB97M-V with the def2-TZVPD basis set",
  "elements": ["C", "O", "C", "C", "N", "C", "C", "O", "C", "H", "H", "H", "H", "H", "H", "H", "H", "H", "H", "H", "H", "H", "H", "H", "C", "O", "C", "C", "N", "C", "C", "O", "C", "H", "H", "H", "H", "H", "H", "H", "H", "H", "H", "H", "H", "H", "H", "H", "C", "O", "C", "C", "N", "C", "C", "O", "C", "H", "H", "H", "H", "H", "H", "H", "H", "H", "H", "H", "H", "H", "H", "H", "C", "O", "N", "N", "H", "H", "H", "H", "C", "O", "N", "N", "H", "H", "H", "H", "C", "O", "N", "N", "H", "H", "H", "H", "C", "O", "N", "N", "H", "H", "H", "H", "C", "O", "N", "N", "H", "H", "H", "H", "C", "O", "N", "N", "H", "H", "H", "H", "C", "O", "N", "N", "H", "H", "H", "H"],
  "xyz": [[17.7353, -25.1939, 4.6627], [17.7690, -25.8714, 3.4084], [16.5698, -25.7089, 2.7006], [16.7455, -26.4857, 1.3984], [17.3011, -25.6042, 0.3711], [17.8754, -26.3217, -0.7568], [18.5300, -25.3650, -1.7339], [19.6649, -24.7647, -1.1484], [20.1686, -23.6837, -1.9235], [17.6456, -24.1501, 4.3487], [18.5094, -25.4352, 5.3741], [16.7747, -25.3417, 5.1819], [16.3922, -24.6493, 2.5043], [15.7740, -26.2450, 3.2281], [15.8105, -26.9138, 1.0348], [17.4204, -27.3235, 1.6224], [18.0113, -25.0063, 0.7882], [17.1186, -26.8094, -1.3823], [18.5649, -27.0853, -0.3668], [17.7856, -24.5622, -1.9149], [18.7377, -25.7702, -2.7344], [19.3861, -22.9146, -1.9565], [20.3472, -23.9777, -2.9628], [21.0593, -23.2886, -1.4494], [15.1173, -17.0315, 0.2548], [14.9415, -17.1342, 1.6429], [15.4618, -18.2941, 2.2136], [16.9692, -18.4216, 2.4166], [17.4974, -17.7228, 3.5992], [18.9613, -17.5531, 3.4340], [19.4334, -16.6299, 4.5365], [18.7759, -15.3559, 4.4045], [19.6726, -14.3347, 3.9778], [14.4266, -17.6008, -0.3711], [16.1606, -17.2034, -0.0251], [14.9473, -15.9859, -0.0216], [15.0863, -19.1960, 1.7023], [15.0520, -18.4624, 3.2203], [17.5269, -18.1524, 1.5079], [17.1029, -19.5046, 2.5342], [17.0635, -16.7988, 3.5444], [19.2017, -17.0492, 2.4841], [19.4057, -18.5484, 3.4322], [20.5244, -16.5814, 4.5618], [19.1128, -16.9506, 5.5336], [20.1400, -14.6636, 3.0398], [20.4631, -14.0142, 4.6597], [19.0129, -13.4994, 3.7359], [23.6220, -18.4108, -6.2318], [22.5238, -19.3119, -6.1165], [21.6269, -19.0497, -5.0684], [20.8360, -20.3242, -4.7889], [21.4488, -21.1624, -3.7387], [22.9056, -21.4061, -3.9112], [23.3703, -22.2290, -2.7029], [23.2886, -21.4826, -1.5224], [24.0295, -22.0263, -0.4162], [23.3369, -17.4901, -6.7562], [24.4052, -18.9557, -6.7549], [23.9756, -18.1509, -5.2222], [20.9918, -18.2368, -5.4457], [22.0956, -18.7152, -4.1350], [20.8519, -20.9871, -5.6534], [19.8321, -20.0787, -4.4493], [21.4015, -20.6760, -2.8449], [23.3898, -20.4199, -3.8942], [23.0823, -21.9566, -4.8329], [24.3318, -22.6690, -2.9934], [22.6147, -23.0223, -2.6416], [23.8966, -21.4089, 0.4706], [25.0757, -21.9465, -0.7439], [23.7636, -23.0691, -0.2151], [15.8140, -20.5738, -1.0526], [16.1404, -19.4770, -1.5648], [16.7542, -21.5409, -0.6749], [14.4897, -20.8807, -0.7116], [17.7294, -21.4216, -0.8936], [16.3986, -22.3294, -0.1708], [13.7328, -20.2538, -0.8924], [14.2077, -21.8155, -0.4952], [23.3235, -25.3651, 0.4252], [23.9501, -24.8849, -0.5344], [23.8856, -26.3910, 1.2592], [21.9945, -24.9822, 0.7930], [24.8504, -26.6215, 1.1329], [23.2820, -26.9346, 1.8243], [21.7037, -25.2312, 1.7103], [21.5205, -24.3004, 0.2432], [22.4097, -25.6605, 5.0176], [23.0722, -24.8019, 4.3912], [22.8799, -26.3794, 6.1458], [21.0661, -25.9195, 4.6594], [23.8491, -26.4172, 6.3800], [22.2044, -26.7963, 6.7451], [20.6194, -25.3438, 3.9693], [20.5200, -26.6065, 5.1313], [17.3110, -20.4669, 6.3151], [17.3323, -21.4660, 7.0832], [18.2200, -20.2758, 5.2497], [16.2300, -19.5552, 6.3251], [17.9700, -19.5892, 4.5632], [18.9929, -20.9100, 5.2021], [16.1881, -18.9004, 5.5592], [15.5503, -19.5264, 7.0474], [19.8494, -19.4210, -1.0992], [19.4784, -20.4183, -0.4391], [21.1915, -19.1453, -1.3320], [18.9177, -18.6154, -1.7248], [21.5349, -18.2167, -1.4802], [21.8361, -19.7681, -0.8571], [17.9175, -18.8071, -1.6347], [19.1095, -17.6693, -2.0000], [19.6603, -22.7548, 2.1235], [19.8520, -23.6099, 2.9918], [20.6548, -22.2633, 1.2965], [18.4132, -22.1841, 1.8461], [20.4220, -21.6353, 0.5419], [21.5522, -22.6993, 1.3858], [17.5904, -22.4748, 2.3373], [18.2760, -21.5778, 1.0543], [22.2933, -20.3415, 4.3817], [21.5496, -19.3408, 4.3725], [23.7051, -20.3092, 4.2459], [21.7856, -21.6325, 4.5819], [24.1060, -19.4140, 4.0411], [24.1274, -21.1556, 3.9234], [20.8085, -21.7729, 4.7188], [22.3935, -22.4303, 4.6281]],
  "lowdin_charge": [-0.10, -0.21, -0.24, -0.20, -0.06, -0.21, -0.23, -0.21, -0.10, 0.07, 0.07, 0.09, 0.11, 0.12, 0.12, 0.12, 0.09, 0.12, 0.12, 0.12, 0.13, 0.08, 0.09, 0.05, -0.11, -0.16, -0.23, -0.22, -0.06, -0.20, -0.21, -0.20, -0.11, 0.08, 0.07, 0.09, 0.11, 0.12, 0.11, 0.10, 0.12, 0.12, 0.09, 0.12, 0.13, 0.08, 0.08, 0.09, -0.09, -0.21, -0.25, -0.17, -0.06, -0.17, -0.24, -0.22, -0.07, 0.09, 0.09, 0.08, 0.12, 0.10, 0.12, 0.11, 0.05, 0.11, 0.13, 0.13, 0.09, 0.08, 0.10, 0.04, -0.56, -0.03, 0.16, 0.15, 0.05, 0.08, 0.09, 0.09, -0.53, -0.02, 0.14, 0.18, 0.09, 0.07, 0.06, 0.03, -0.57, -0.03, 0.14, 0.16, 0.09, 0.08, 0.04, 0.08, -0.57, -0.04, 0.17, 0.14, 0.03, 0.07, 0.06, 0.08, -0.56, -0.04, 0.17, 0.18, 0.10, 0.09, 0.06, 0.10, -0.60, -0.01, 0.18, 0.18, 0.04, 0.07, 0.08, 0.03, -0.58, -0.01, 0.14, 0.17, 0.09, 0.08, 0.06, 0.07],
  "smiles": "COCCNCCOC.COCCNCCOC.COCCNCCOC.NC(N)=O.NC(N)=O.NC(N)=O.NC(N)=O.NC(N)=O.NC(N)=O.NC(N)=O",
  "homo_lumo_gap_ev": 8.9,
  "total_charge": 0,
  "e_above_lowest_kj_mol": 40.4
}